Record 1
{
  "formula": "C6H12N5O2",
  "method": "wB97M-V/def2-TZVPD",
  "total_charge": 1,
  "homo_lumo_gap_ev": 8.6,
  "total_energy_ev": -17949.4987,
  "e_homo_ev": -13.72,
  "elements": ["C", "C", "N", "C", "N", "C", "C", "N", "O", "O", "C", "N", "N", "H", "H", "H", "H", "H", "H", "H", "H", "H", "H", "H", "H"],
  "positions_angstrom": [[2.03583, -1.09936, 0.23652], [0.94144, -0.13311, 0.09606], [1.13267, 1.15920, 0.00065], [2.42160, 1.77887, 0.27477], [0.04476, 2.02754, -0.32509], [-1.14665, 1.70346, -0.29703], [-1.59725, 0.45520, 0.41362], [-2.95011, 0.02180, 0.05430], [-3.42164, -0.78758, 0.84247], [-3.45181, 0.37638, -1.01124], [-0.50804, -0.71034, -0.08593], [-0.81948, -0.89908, -1.50404], [-0.60646, -1.89143, 0.66833], [3.02728, -1.15455, -0.36809], [1.65367, -2.18263, 0.16999], [2.55057, -0.94992, 1.30162], [2.68777, 1.80624, 1.27444], [3.04938, 1.18030, -0.45387], [2.22765, 2.83019, 0.08384], [-1.86283, 2.26620, -0.85585], [-1.48672, 0.36595, 1.42387], [-0.99388, -0.11525, -2.02788], [-1.06653, -1.70867, -1.94197], [-0.42348, -1.85958, 1.62376], [-1.43776, -2.47981, 0.40672]],
  "atomic_forces_ev_per_a": [[2.7, -2.4, 1.7], [-0.2, 0.8, -1.3], [-2.8, -1.6, 2.1], [-0.7, 0.0, -3.5], [3.6, 1.6, -1.4], [-1.7, -2.2, 1.7], [1.7, -0.4, -3.5], [-0.7, -0.9, -0.4], [0.0, 0.6, -0.6], [0.7, -0.1, 1.3], [-2.0, 0.6, -1.1], [2.3, 0.6, 3.5], [-1.6, -1.5, -3.0], [-2.0, 1.0, 0.3], [0.4, 1.9, 0.3], [-1.4, -0.4, -1.8], [0.6, -1.0, 2.1], [0.3, 1.6, 1.2], [0.6, 0.1, -0.9], [-0.4, 0.8, 0.0], [0.0, 0.7, 2.8], [-0.5, 2.1, -1.2], [-0.4, -2.8, -0.7], [0.2, 0.2, 1.7], [1.2, 1.0, 0.7]]
}

---

Record 2
{
  "formula": "C6H12NO",
  "method": "wB97M-V/def2-TZVPD",
  "total_charge": -1,
  "homo_lumo_gap_ev": 5.3,
  "total_energy_ev": -9952.5753,
  "e_homo_ev": -2.05,
  "elements": ["C", "N", "C", "C", "C", "C", "C", "O", "H", "H", "H", "H", "H", "H", "H", "H", "H", "H", "H", "H"],
  "positions_angstrom": [[2.38446, 3.04691, -1.07345], [1.97827, 1.68883, -1.31456], [1.22162, 1.02987, -0.32633], [0.84447, -0.24129, -0.41588], [-0.00161, -0.90947, 0.63142], [-1.25465, -1.57736, 0.04552], [-2.24388, -2.06762, 1.12099], [-3.10734, -1.10479, 1.50419], [2.71445, 3.13036, -0.03595], [3.27757, 3.34039, -1.64074], [1.59028, 3.78333, -1.24829], [1.84669, 1.40306, -2.26686], [0.64456, 1.63421, 0.36798], [1.25457, -0.92140, -1.16299], [0.58827, -1.73937, 1.04652], [-0.28489, -0.24297, 1.44718], [-0.89819, -2.42398, -0.56821], [-1.81476, -0.93931, -0.64286], [-2.75317, -2.99256, 0.72220], [-1.62445, -2.49219, 1.96938]],
  "atomic_forces_ev_per_a": [[0.2, 0.1, 0.1], [0.6, 0.2, 0.5], [-1.0, -0.2, -1.3], [0.4, -0.4, 1.1], [-0.4, -0.4, -0.6], [0.3, -0.6, -0.3], [-0.6, 0.2, 0.3], [0.2, -0.1, 0.1], [-0.2, 0.0, 0.1], [-0.3, -0.2, -0.2], [0.0, 0.1, 0.0], [-0.1, 0.0, 0.0], [0.5, 0.3, 0.3], [0.0, 0.3, -0.2], [0.0, 0.2, 0.2], [0.0, 0.1, -0.1], [0.0, -0.1, 0.0], [0.1, 0.3, 0.2], [0.1, 0.1, -0.2], [0.1, 0.1, -0.1]]
}

---

Record 3
{
  "formula": "C6H12NO",
  "method": "wB97M-V/def2-TZVPD",
  "total_charge": -2,
  "s_squared": 0.751,
  "homo_lumo_gap_ev": [2.5, 6.6],
  "total_energy_ev": -9948.3927,
  "e_homo_ev": [3.87, -0.28],
  "multiplicity": 2,
  "elements": ["C", "C", "C", "C", "C", "N", "C", "O", "H", "H", "H", "H", "H", "H", "H", "H", "H", "H", "H", "H"],
  "positions_angstrom": [[1.88009, 0.75785, 0.15402], [0.49524, -0.01368, -0.10246], [0.06206, 0.30390, -1.58322], [-0.59800, -0.86411, -2.27586], [-1.77599, -0.74667, -2.91799], [-0.45216, 0.22583, 0.91578], [-0.02987, -0.36137, 2.34838], [-0.04774, 0.58368, 3.26924], [1.99985, 1.66155, -0.44140], [2.78571, 0.17912, 0.17270], [1.82295, 1.01728, 1.21588], [0.83294, -1.06505, -0.04408], [1.01830, 0.45925, -2.09953], [-0.62222, 1.15147, -1.64182], [-0.05207, -1.80167, -2.36538], [-2.29908, 0.15752, -2.59457], [-2.26055, -1.48344, -3.53317], [-0.63944, 1.21006, 1.06446], [-0.81138, -1.16022, 2.38163], [1.04823, -0.69554, 2.32112]],
  "atomic_forces_ev_per_a": [[-1.1, 0.2, 1.4], [2.2, 0.5, -1.0], [0.2, -1.9, 1.1], [-1.0, 0.1, -1.2], [0.9, 0.6, 1.7], [-0.3, -0.9, 0.7], [0.0, 1.7, -0.8], [-0.8, 0.2, 0.6], [-0.1, 0.0, -0.1], [0.5, -0.7, -0.9], [-0.1, 0.5, 0.0], [-0.6, 0.1, -0.2], [-0.3, 0.4, -0.3], [0.4, 0.2, 0.1], [0.3, 0.3, 0.1], [-0.3, -0.1, -0.8], [-0.1, -0.3, -0.1], [0.3, 0.1, 0.2], [0.6, -0.3, 0.6], [-0.6, -0.9, -0.9]]
}